P.
Below is an isolated molecule of C4H8OS2, with properties calculated with wB97M-V/def2-TZVPD.

The frontier orbital gap is 0.36341 Ha.

CARTESIAN COORDINATES (ANGSTROEM)
C 0.81 -0.43 0.80
C -0.12 -1.00 1.85
O -1.17 -1.52 1.62
C 0.83 1.11 0.88
S -0.14 1.96 -0.42
S 0.23 0.99 -2.15
C -1.09 -0.24 -2.23
H 1.78 -0.76 1.17
H 0.60 -0.76 -0.20
H 0.25 -0.90 2.89
H 1.83 1.54 0.91
H 0.28 1.48 1.74
H -1.17 -0.84 -1.34
H -0.90 -0.88 -3.09
H -2.03 0.23 -2.46

Q.
Below is a structure of composition C4H8OS2, with properties calculated with wB97M-V/def2-TZVPD.

The frontier orbital gap is 0.32427 Ha.

CARTESIAN COORDINATES (ANGSTROEM)
C 0.22 2.13 -0.23
C 1.30 1.02 -0.73
C -0.45 -1.20 -0.83
C -0.64 -1.89 1.47
H 0.30 2.93 -1.10
H -1.27 1.91 -0.14
H 0.59 2.54 0.98
H 1.75 0.48 0.01
H 2.03 1.45 -1.41
H -1.58 -1.11 1.97
H -1.04 -3.01 0.78
H 0.22 -1.98 2.19
O 0.02 -1.18 0.39
S 0.40 -0.11 -1.84
S -1.86 -1.96 -1.52

R.
Below is an isolated molecule of C4H8OS2, with properties calculated with wB97M-V/def2-TZVPD.

The frontier orbital gap is 0.35563 Ha.

CARTESIAN COORDINATES (ANGSTROEM)
C 0.75 -0.82 0.87
C 0.15 0.37 0.27
C -1.42 0.35 0.04
C 0.70 1.70 -0.21
H 2.12 -0.87 -1.02
H -0.16 -1.61 1.19
H 1.33 -0.53 1.75
H -2.08 0.55 0.92
H -1.74 0.87 -0.82
H -1.20 -1.76 -1.26
H -0.29 2.42 -0.37
H 1.58 2.05 0.35
O 0.68 0.58 -1.06
S 1.52 -1.90 -0.34
S -1.96 -1.37 -0.31

Least stable structure among those shown: Q.